(1)
C33H58AlCl46I2 as an isolated structure in a non-equilibrium geometry, computed with ωB97M-V/def2-TZVPD.

Values from the calculation:
* calculated total energy: -23298.631913 Ha
* frontier orbital gap: 6.80 eV
* LUMO energy: 1.2 eV
* E_HOMO: -5.58 eV

```
! RIJCOSX wB97M-V def2-TZVPD def2/J DEFGRID3
* xyz -1 1
C 0.8878 -1.5220 5.1410
C 1.1776 -1.9619 3.6342
I 2.2250 -3.8737 3.2643
C 0.7902 -1.1246 2.5539
I 1.2884 -1.8740 0.5346
Al -0.1419 0.6973 2.6819
C -1.4735 0.8794 4.2224
C -2.7635 -0.0565 4.1208
C -2.9944 -1.1917 3.0988
C -4.3594 -1.9716 3.1417
C -5.4850 -1.6724 4.1765
C -5.2638 -0.5243 5.1914
C -3.9209 0.2341 5.1521
H 0.8116 -0.3989 5.3048
H 1.7908 -1.8756 5.7743
H -0.0062 -2.1260 5.5095
H 1.0083 1.7931 2.8914
H -0.7927 0.9820 1.2418
H -1.0347 0.7429 5.2702
H -1.8648 1.9709 4.1863
H -2.1934 -1.4503 2.3345
H -4.5819 -2.8361 2.4137
H -6.4694 -2.2422 4.2420
H -6.0213 -0.2085 5.9944
H -3.7718 1.0887 5.9050
C -2.0302 1.8980 8.7871
Cl -3.6477 2.5380 8.4633
Cl -1.6709 0.5131 7.7519
H -1.2966 2.6805 8.5987
H -1.9764 1.5849 9.8287
C 1.9721 -1.8227 -3.7858
Cl 2.4162 -0.2296 -3.1641
Cl 2.3454 -3.0935 -2.6150
H 0.9026 -1.8362 -3.9939
H 2.5279 -2.0117 -4.7012
C 1.4505 1.1390 -6.6936
Cl 0.1848 0.9781 -5.4712
Cl 2.2977 -0.3938 -6.9435
H 0.9973 1.4489 -7.6333
H 2.1671 1.8892 -6.3643
C 4.9973 -0.1444 1.1294
Cl 5.2799 0.1319 -0.5939
Cl 5.2899 1.3251 2.0695
H 3.9640 -0.4560 1.2712
H 5.6702 -0.9269 1.4773
C 3.4699 -4.1824 -7.9255
Cl 2.9944 -4.0748 -6.2280
Cl 4.6139 -5.5061 -8.1866
H 2.5824 -4.3582 -8.5313
H 3.9391 -3.2452 -8.2217
C -5.4509 4.4187 11.4135
Cl -4.8248 6.0603 11.6104
Cl -5.4107 3.5324 12.9427
H -6.4802 4.4724 11.0625
H -4.8386 3.8915 10.6824
C 7.6640 -7.2363 -9.2319
Cl 7.9019 -7.8571 -10.8697
Cl 8.0699 -8.4577 -8.0201
H 8.3037 -6.3673 -9.0864
H 6.6207 -6.9510 -9.1098
C 0.8109 -6.9935 -8.4104
Cl 0.5701 -5.5483 -7.4225
Cl 1.0009 -6.5758 -10.1183
H 1.7085 -7.5084 -8.0704
H -0.0535 -7.6463 -8.2996
C 6.3018 -11.7953 -8.2593
Cl 4.6928 -11.1483 -8.6033
Cl 6.6599 -13.1917 -9.2827
H 7.0436 -11.0191 -8.4468
H 6.3444 -12.1013 -7.2151
C 6.1010 4.2688 -0.4421
Cl 7.8040 4.0973 -0.8874
Cl 5.7649 5.8869 0.1871
H 5.4858 4.0973 -1.3239
H 5.8599 3.5335 0.3245
C 0.7458 -0.7270 -10.8475
Cl 1.1846 0.8762 -10.2451
Cl 1.1208 -1.9855 -9.6641
H -0.3227 -0.7455 -11.0561
H 1.3035 -0.9244 -11.7616
C 10.1327 1.0165 -0.1041
Cl 11.4808 0.9025 1.0351
Cl 8.7349 0.0977 0.4632
H 9.8479 2.0620 -0.2115
H 10.4495 0.6194 -1.0673
C -0.8752 -5.1222 -1.7651
Cl -2.4605 -5.9030 -1.6824
Cl -0.4171 -4.7806 -3.4389
H -0.9127 -4.1847 -1.2107
H -0.1286 -5.7849 -1.3209
C 5.9638 9.3454 1.4474
Cl 4.5686 9.2234 2.5262
Cl 5.9915 10.9046 0.6145
H 6.8752 9.2411 2.0340
H 5.9095 8.5485 0.7056
C -8.2343 -0.8518 1.1512
Cl -6.9030 -0.9770 2.3143
Cl -9.6400 -1.7873 1.6833
H -8.5244 0.1935 1.0529
H -7.8996 -1.2335 0.1873
C 4.5197 11.9330 5.3530
Cl 5.1334 13.5802 5.5428
Cl 4.5616 11.0560 6.8875
H 3.4912 11.9771 4.9984
H 5.1374 11.4064 4.6273
C 3.6472 13.2788 9.6857
Cl 4.2622 14.9259 9.8727
Cl 3.6888 12.4027 11.2207
H 2.6184 13.3236 9.3318
H 4.2643 12.7512 8.9606
C -11.7756 1.0765 -0.3546
Cl -11.8094 -0.1184 -1.6567
Cl -10.1272 1.6300 -0.0365
H -12.3854 1.9301 -0.6423
H -12.1774 0.6241 0.5510
C 1.7436 -8.1026 -0.3799
Cl 0.3452 -8.1916 0.6985
Cl 1.7948 -6.5551 -1.2322
H 2.6527 -8.2119 0.2095
H 1.6785 -8.9069 -1.1111
C -15.1518 3.0535 -1.8058
Cl -14.2990 3.7975 -0.4471
Cl -14.1852 1.7679 -2.5393
H -16.0888 2.6307 -1.4466
H -15.3550 3.8162 -2.5560
C -13.2192 5.2538 2.9232
Cl -12.3718 6.0013 4.2823
Cl -12.2491 3.9702 2.1917
H -14.1559 4.8289 3.2811
H -13.4228 6.0152 2.1716
C 5.7531 1.0756 -6.6874
Cl 6.1764 0.0014 -5.3499
Cl 4.8052 2.4570 -6.1229
H 6.6680 1.4408 -7.1516
H 5.1657 0.5186 -7.4160
C -0.1318 -7.1353 4.2868
Cl -1.8039 -7.1843 3.7148
Cl -0.0621 -7.0037 6.0485
H 0.3735 -8.0500 3.9802
H 0.3672 -6.2727 3.8476
*
```

Mulliken population analysis, charges in e, atoms 1 to 5:
1. C -0.8858
2. C 0.0227
3. I -0.1054
4. C -0.1241
5. I 0.0223

***

(2)
A 6-piece molecular cluster, C6H27N2O5 overall in a non-equilibrium geometry, computed with ωB97M-V/def2-TZVPD.

Values from the calculation:
* calculated total energy: -730.152183 Ha
* ΔE to the lowest compared entry with this formula, charge and spin: 491.8 kJ/mol
* frontier orbital gap: 8.31 eV
* LUMO energy: -2.9 eV
* E_HOMO: -11.24 eV

```
! RIJCOSX wB97M-V def2-TZVPD def2/J DEFGRID3
* xyz 1 1
N 0.6979 -0.2773 0.9160
C 0.8433 0.7629 -0.1854
C 2.1894 1.3285 0.1277
C 0.7749 -0.0319 -1.4540
N -0.4845 -0.1342 -2.2123
C -1.7261 0.1997 -1.4167
C -3.1861 0.0040 -2.2056
C -0.4730 0.7859 -3.3028
H 1.3438 -1.0359 1.0333
H -0.1912 -0.6676 0.9403
H 0.7607 0.0989 1.8820
H 0.0180 1.4169 -0.1898
H 1.9796 2.3851 0.1833
H 2.4120 1.0933 1.1257
H 2.9198 0.7191 -0.4117
H 1.1276 -1.0821 -1.3164
H 1.5759 0.4565 -2.0059
H -1.6399 1.2597 -1.3143
H -1.8378 -0.6471 -0.5687
H -3.9864 -0.6247 -1.7199
H -3.4933 1.0667 -2.5227
H -2.8417 -0.4488 -3.1471
H -0.4375 1.8287 -2.8793
H -1.4899 0.7189 -3.9556
H 0.3502 0.8220 -4.0245
H -0.2441 3.3764 1.3700
H -1.7296 3.2163 1.3221
O -0.9211 2.9883 0.9533
H -1.7234 0.8839 2.9683
H -1.7603 -0.6882 2.6681
O -1.3026 0.0801 2.5055
H -1.9295 -3.6703 0.2201
H -2.1238 -3.9222 1.7409
O -2.1721 -3.2431 1.0470
H 1.4201 -0.5826 4.1177
H 2.2319 -1.5460 3.0409
O 1.7933 -0.6751 3.2376
H 4.4249 -0.6846 -0.1110
H 3.9283 -2.0341 0.3826
O 3.7160 -1.2905 -0.1351
*
```

Mulliken population analysis, charges in e, atoms 1 to 5:
1. N 0.0093
2. C 1.1613
3. C -1.5725
4. C -1.2965
5. N -0.0112